[1]
This record from the OMol25 dataset describes a molecular structure, C38H56BN11S2SbScSi3 at a distorted geometry. The level of theory is ωB97M-V/def2-TZVPD.

Summary:
* calculated total energy: -4774.8444 Eh
* strongest force on any atom: 3.005 eV/A

The geometry in ORCA input format:
```
! RIJCOSX wB97M-V def2-TZVPD def2/J DEFGRID3
* xyz 0 1
Sc -13.106 -18.144 10.645
C -15.617 -19.050 6.976
C -15.436 -18.507 8.263
N -14.195 -18.694 8.716
N -13.511 -19.347 7.739
C -14.378 -19.617 6.727
B -11.997 -19.521 7.751
N -11.277 -18.148 8.019
C -10.127 -17.808 7.398
C -9.497 -16.837 8.162
C -10.343 -16.707 9.272
N -11.388 -17.502 9.191
N -11.667 -20.525 8.886
C -11.158 -21.741 8.954
C -11.334 -22.196 10.213
C -11.943 -21.168 10.923
N -12.149 -20.134 10.053
H -16.446 -19.112 6.324
H -16.230 -18.144 8.940
H -14.120 -20.140 5.789
H -11.617 -20.114 6.760
H -10.009 -18.362 6.465
H -8.596 -16.283 7.980
H -10.114 -16.077 10.116
H -10.708 -22.194 8.061
H -11.246 -23.223 10.513
H -12.165 -21.159 11.965
C -12.691 -13.426 12.962
Sb -12.937 -14.550 11.038
C -14.056 -16.322 11.794
C -13.129 -16.740 12.845
C -13.302 -16.822 14.211
C -12.294 -17.392 15.023
C -11.071 -17.868 14.553
C -10.969 -17.827 13.185
N -11.977 -17.358 12.380
Si -15.917 -16.329 12.095
C -16.880 -17.838 12.330
C -16.618 -15.600 10.513
C -16.416 -15.314 13.594
C -14.114 -12.963 9.934
C -14.679 -13.731 8.778
C -15.782 -13.326 7.957
C -16.019 -14.050 6.793
C -15.225 -15.144 6.513
C -14.180 -15.473 7.362
N -13.985 -14.813 8.488
Si -15.092 -11.602 10.835
C -13.961 -10.373 11.675
C -16.296 -10.636 9.777
C -16.274 -12.205 12.210
Si -12.521 -12.122 9.126
C -11.328 -13.137 8.027
C -11.260 -11.554 10.425
C -13.009 -10.610 8.145
H -12.147 -14.098 13.635
H -13.578 -13.072 13.507
H -11.973 -12.677 12.786
H -14.235 -16.669 14.693
H -12.526 -17.449 16.077
H -10.249 -18.225 15.164
H -10.084 -18.118 12.557
H -16.973 -18.418 11.409
H -17.900 -17.425 12.578
H -16.574 -18.505 13.175
H -16.104 -16.123 9.684
H -16.595 -14.527 10.405
H -17.675 -15.832 10.438
H -16.491 -15.970 14.502
H -17.416 -14.919 13.570
H -15.653 -14.512 13.834
H -16.407 -12.509 8.284
H -16.782 -13.771 6.088
H -15.384 -15.755 5.669
H -13.534 -16.368 7.207
H -13.191 -9.902 11.021
H -13.510 -10.910 12.510
H -14.667 -9.648 12.004
H -15.895 -10.285 8.800
H -16.597 -9.758 10.355
H -17.216 -11.237 9.569
H -15.820 -12.947 12.825
H -17.206 -12.710 11.838
H -16.549 -11.305 12.751
H -11.095 -14.116 8.510
H -10.411 -12.558 7.994
H -11.727 -13.325 7.025
H -10.831 -10.602 9.950
H -10.406 -12.165 10.513
H -11.575 -11.222 11.402
H -13.474 -10.970 7.229
H -12.167 -10.051 7.762
H -13.681 -9.861 8.655
S -15.127 -20.408 14.423
C -14.436 -19.764 13.133
N -14.018 -19.337 12.136
C -8.509 -12.953 15.364
C -8.229 -12.670 13.934
C -7.983 -11.459 13.375
C -7.840 -11.377 11.998
N -7.600 -12.383 11.191
C -7.759 -13.620 11.699
S -7.550 -15.074 10.881
N -8.151 -13.721 13.050
C -7.895 -10.005 11.392
H -7.818 -12.339 15.979
H -8.407 -14.001 15.574
H -9.511 -12.557 15.688
H -8.070 -10.603 13.963
H -8.297 -14.654 13.341
H -8.932 -9.840 10.944
H -7.180 -9.876 10.569
H -7.822 -9.213 12.152
*
```

[2]
This record from the OMol25 dataset describes a molecular structure, C38H56BrGeN3OPdS3Si3 at a distorted geometry. The level of theory is ωB97M-V/def2-TZVPD.

Summary:
* calculated total energy: -8562.7319 Eh
* strongest force on any atom: 1.222 eV/A

The geometry in ORCA input format:
```
! RIJCOSX wB97M-V def2-TZVPD def2/J DEFGRID3
* xyz 1 2
Pd 0.205 1.454 -0.618
C -6.209 -3.782 1.065
C -5.516 -2.625 1.798
C -6.482 -1.443 1.871
C -5.168 -3.064 3.226
C -4.237 -2.263 1.047
C -4.063 -1.054 0.406
C -2.881 -0.804 -0.278
Br -2.763 0.919 -1.036
C -1.845 -1.719 -0.390
O -0.663 -1.414 -1.029
C -1.999 -2.959 0.275
C -3.186 -3.175 0.961
C -0.908 -4.033 0.315
C 0.335 -3.443 1.001
C -0.635 -4.518 -1.109
C -1.319 -5.268 1.123
H -7.134 -4.050 1.579
H -5.576 -4.670 1.029
H -6.458 -3.503 0.039
H -7.359 -1.728 2.453
H -6.831 -1.141 0.882
H -6.029 -0.577 2.360
H -6.080 -3.320 3.768
H -4.663 -2.263 3.772
H -4.520 -3.941 3.237
H -4.817 -0.282 0.438
H -3.306 -4.118 1.471
H 0.685 -2.530 0.521
H 1.150 -4.171 1.013
H 0.098 -3.189 2.036
H -0.300 -3.713 -1.748
H -1.548 -4.936 -1.540
H 0.125 -5.304 -1.110
H -1.496 -5.035 2.175
H -0.505 -5.993 1.082
H -2.209 -5.751 0.718
S 1.342 3.472 6.418
C 1.262 2.675 4.995
S -0.211 2.431 4.078
C 0.684 1.622 2.836
N 1.949 1.515 3.069
N 2.267 2.085 4.265
C 3.647 2.017 4.657
C 3.978 1.546 5.917
C 5.315 1.484 6.280
C 6.302 1.881 5.391
C 5.955 2.343 4.129
C 4.622 2.417 3.757
S -0.185 0.870 1.515
H 3.202 1.232 6.600
H 5.582 1.122 7.264
H 7.343 1.837 5.683
H 6.723 2.657 3.434
H 4.337 2.790 2.784
C 1.516 1.472 -5.101
Si 0.432 2.025 -3.710
C -1.367 1.967 -4.246
C 1.057 3.672 -3.107
Ge 0.127 -0.337 -2.264
Si 2.558 1.071 -0.431
C 3.094 -0.289 0.723
C 3.007 2.812 0.085
C 3.427 0.834 -2.078
Si 1.164 -2.139 -3.599
C -0.331 -2.990 -4.344
C 2.332 -1.728 -4.998
C 2.172 -3.108 -2.352
H 1.446 2.351 -5.757
H 1.139 0.610 -5.641
H 2.562 1.310 -4.855
H -1.642 2.949 -4.647
H -2.079 1.720 -3.461
H -1.495 1.237 -5.049
H 0.571 4.423 -3.740
H 2.135 3.738 -3.277
H 0.858 3.927 -2.077
H 2.326 -0.593 1.430
H 3.943 0.095 1.298
H 3.419 -1.163 0.153
H 2.651 3.069 1.079
H 2.618 3.550 -0.620
H 4.100 2.889 0.075
H 3.097 -0.027 -2.665
H 4.483 0.665 -1.838
H 3.369 1.728 -2.701
H -0.690 -2.399 -5.191
H -1.157 -3.121 -3.645
H -0.065 -3.979 -4.726
H 1.840 -1.387 -5.905
H 2.786 -2.702 -5.213
H 3.141 -1.041 -4.757
H 1.887 -2.964 -1.312
H 3.221 -2.821 -2.465
H 2.090 -4.175 -2.573
N -2.461 8.386 0.000
C -2.075 7.306 -0.060
C -1.587 5.955 -0.145
C -1.940 5.163 -1.234
C -1.458 3.866 -1.323
C -0.622 3.360 -0.337
C -0.297 4.140 0.764
C -0.772 5.442 0.856
H -2.589 5.563 -2.002
H -1.761 3.263 -2.165
H 0.327 3.761 1.557
H -0.513 6.055 1.710
*
```